101
Properties=species:S:1:pos:R:3 method="wB97M-V/def2-TZVPD" total_charge=-2 homo_ev=-2.124
Rb 0.00 -0.56 -0.19
C -2.28 3.55 -2.65
C -3.21 2.68 -1.84
C -4.34 2.11 -2.40
C -5.13 1.28 -1.60
C -4.77 1.06 -0.29
C -3.60 1.66 0.18
N -2.85 2.47 -0.57
Sb -3.12 1.49 2.28
C -1.54 2.95 2.17
C -1.65 4.17 2.82
C -0.59 5.07 2.75
C 0.54 4.70 2.04
C 0.58 3.45 1.41
C 1.80 3.00 0.66
N -0.45 2.61 1.48
C -1.82 -0.15 2.82
C -2.41 -1.35 3.20
C -1.62 -2.33 3.76
C -0.27 -2.08 3.96
C 0.25 -0.84 3.58
C 1.70 -0.48 3.80
N -0.52 0.10 3.02
H -2.70 3.78 -3.63
H -1.33 3.02 -2.80
H -2.07 4.47 -2.11
H -4.59 2.28 -3.44
H -6.01 0.80 -2.01
H -5.34 0.40 0.35
H -2.55 4.42 3.38
H -0.64 6.03 3.24
H 1.39 5.37 1.97
H 2.36 3.85 0.26
H 1.53 2.33 -0.14
H 2.47 2.46 1.34
H -3.47 -1.50 3.02
H -2.04 -3.29 4.04
H 0.39 -2.82 4.40
H 2.33 -1.36 3.92
H 1.80 0.13 4.70
H 2.08 0.10 2.97
C -4.38 -3.53 1.54
O -4.94 -2.49 0.77
C -4.39 -2.46 -0.51
C -4.95 -3.27 -1.48
C -4.42 -3.32 -2.76
C -3.31 -2.53 -3.04
C -2.75 -1.69 -2.08
C -1.67 -0.75 -2.44
N -0.62 -0.92 -3.14
N -0.28 -2.15 -3.68
C 0.20 -3.06 -2.86
O 0.33 -3.04 -1.60
C 0.79 -4.22 -3.64
C 0.31 -4.60 -4.89
C 0.92 -5.64 -5.59
C 2.01 -6.31 -5.05
C 2.48 -5.94 -3.79
C 1.87 -4.91 -3.09
C -3.24 -1.65 -0.74
O -2.69 -0.95 0.19
H -4.78 -3.45 2.56
H -4.63 -4.51 1.13
H -3.29 -3.44 1.58
H -5.82 -3.87 -1.21
H -4.85 -3.96 -3.52
H -2.87 -2.54 -4.03
H -1.80 0.27 -2.06
H -0.53 -4.07 -5.31
H 0.54 -5.93 -6.56
H 2.49 -7.11 -5.60
H 3.33 -6.45 -3.36
H 2.20 -4.61 -2.10
O 4.39 -0.77 -0.16
C 3.75 0.24 -0.79
O 2.58 0.29 -1.04
C 4.71 1.32 -1.14
C 5.95 1.42 -0.52
C 6.81 2.47 -0.82
C 6.39 3.38 -1.75
O 7.05 4.49 -2.21
C 6.15 5.14 -3.11
O 4.99 4.33 -3.24
C 5.15 3.28 -2.36
C 4.28 2.27 -2.08
H 6.21 0.70 0.25
H 7.77 2.58 -0.32
H 6.63 5.26 -4.08
H 5.88 6.12 -2.71
H 3.30 2.19 -2.54
I 5.67 0.05 3.16
C 3.78 -1.81 0.50
C 4.64 -2.83 0.90
C 4.10 -3.88 1.60
C 2.73 -3.91 1.85
C 1.97 -2.86 1.37
N 2.49 -1.81 0.72
H 5.70 -2.75 0.69
H 4.75 -4.67 1.96
H 2.27 -4.73 2.38
H 0.90 -2.84 1.52


101
Properties=species:S:1:pos:R:3 method="wB97M-V/def2-TZVPD" total_charge=+2 spin_multiplicity=5 homo_ev="-12.135 / -12.134"
Mn 0.04 0.10 1.20
Se 0.75 -6.11 -1.11
P -0.01 -4.60 -2.37
C -1.63 -4.91 -3.08
C -2.01 -6.23 -3.29
C -3.23 -6.51 -3.90
C -4.06 -5.47 -4.29
C -3.69 -4.15 -4.07
C -2.47 -3.87 -3.47
C 1.08 -4.14 -3.75
C 2.37 -4.66 -3.80
C 3.17 -4.42 -4.91
C 2.68 -3.68 -5.97
C 1.39 -3.17 -5.93
C 0.60 -3.38 -4.82
C -0.27 -3.10 -1.36
C 0.47 -2.02 -0.95
N -0.29 -1.39 0.01
N -1.42 -2.09 0.18
N -1.42 -3.10 -0.62
P 2.01 -1.23 -1.38
Se 2.08 0.49 0.03
C 3.44 -2.23 -1.06
C 3.29 -3.49 -0.50
C 4.42 -4.24 -0.22
C 5.68 -3.73 -0.48
C 5.83 -2.45 -1.02
C 4.71 -1.69 -1.31
C 1.95 -0.58 -3.04
C 3.01 -0.77 -3.93
C 2.94 -0.19 -5.19
C 1.82 0.55 -5.56
C 0.76 0.71 -4.68
C 0.82 0.15 -3.41
H -1.37 -7.04 -2.96
H -3.53 -7.54 -4.06
H -5.01 -5.69 -4.76
H -4.34 -3.35 -4.37
H -2.20 -2.84 -3.28
H 2.72 -5.29 -2.99
H 4.17 -4.84 -4.95
H 3.29 -3.53 -6.85
H 1.00 -2.62 -6.77
H -0.42 -3.00 -4.81
H 2.31 -3.92 -0.29
H 4.31 -5.23 0.20
H 6.56 -4.32 -0.26
H 6.81 -2.05 -1.21
H 4.82 -0.70 -1.72
H 3.86 -1.38 -3.66
H 3.75 -0.33 -5.89
H 1.77 0.99 -6.55
H -0.12 1.27 -4.98
H 0.00 0.28 -2.72
N 3.73 9.98 2.62
C 3.32 8.92 2.68
C 2.79 7.58 2.74
C 3.24 6.62 1.84
C 2.74 5.33 1.91
C 1.79 5.02 2.87
C 1.34 5.97 3.77
C 1.85 7.25 3.71
N 1.26 3.68 2.93
C 1.06 2.94 4.07
C 0.56 1.75 3.67
N 0.47 1.75 2.29
C 0.90 2.94 1.88
H 3.98 6.88 1.10
H 3.11 4.56 1.23
H 0.59 5.71 4.51
H 1.51 8.01 4.41
H 1.31 3.32 5.05
H 0.28 0.90 4.27
H 0.93 3.29 0.86
C -6.26 3.96 3.27
C -5.58 3.56 4.57
N -4.38 2.74 4.36
C -3.07 3.36 4.54
C -2.68 4.31 3.42
C -4.58 1.44 4.05
O -5.67 0.91 3.98
C -3.38 0.55 3.77
C -3.20 -0.60 4.54
C -2.20 -1.50 4.21
C -1.45 -1.24 3.08
N -1.61 -0.14 2.34
C -2.56 0.75 2.69
H -7.12 4.60 3.49
H -6.62 3.08 2.74
H -5.59 4.52 2.62
H -6.27 2.98 5.19
H -5.27 4.44 5.13
H -2.32 2.58 4.66
H -3.11 3.90 5.49
H -2.73 3.82 2.45
H -1.67 4.69 3.58
H -3.35 5.17 3.38
H -3.86 -0.78 5.38
H -2.03 -2.40 4.78
H -0.71 -1.96 2.74
H -2.66 1.62 2.06